Record 1
ORCA calculation (ωB97M-V/def2-TZVPD) on 2 unconnected molecules or ions with the total composition C2F5N3.

CARTESIAN COORDINATES (ANGSTROEM)
C1 -2.09490 -0.31230 0.23608
C2 1.98290 0.67328 -0.08478
N1 -3.11284 -0.02724 -0.39598
N2 -0.89565 -0.42479 0.41836
N3 1.99093 -0.21873 -0.95788
F1 2.54181 0.68828 1.08078
F2 1.13774 1.70434 -0.25300
F3 -0.26655 -1.56859 0.78275
F4 -4.16628 0.73251 -0.08720
F5 2.88283 -1.24676 -0.73912

The calculation puts the molar mass at 161.03 g mol⁻¹. The calculation puts the orbital gap at 0.3958 Ha. Its LUMO energy is -0.326 eV.

Record 2
ORCA calculation (ωB97M-V/def2-TZVPD) on a molecular structure, C50H127CaN9O17.

CARTESIAN COORDINATES (ANGSTROEM)
Ca1 3.36486 -0.34918 -5.59642
O1 0.47188 -1.89776 -2.87758
C1 -0.94396 -1.54716 -2.86319
C2 -1.41485 -0.13978 -3.46221
O2 -0.69853 0.51325 -4.49942
H1 -1.28000 -1.77211 -1.85098
H2 -1.47735 -2.30002 -3.44353
H3 -1.77962 0.46915 -2.63501
H4 -2.38296 -0.34632 -3.91852
C3 -10.27189 -0.96210 -5.53030
O3 -9.75340 -1.76976 -4.44374
C4 -8.76526 -2.70101 -4.80890
C5 -8.41350 -3.63613 -3.62424
N1 -9.55618 -4.47742 -3.28320
C6 -9.45328 -5.33545 -2.11331
C7 -10.85596 -5.76446 -1.62776
O4 -11.60652 -4.59550 -1.30283
C8 -12.79411 -4.97114 -0.63488
H5 -11.10808 -0.31455 -5.26651
H6 -10.58154 -1.67197 -6.29731
H7 -9.55341 -0.28649 -5.99445
H8 -7.89100 -2.12338 -5.10910
H9 -9.25768 -3.28086 -5.58954
H10 -8.18457 -2.99291 -2.77455
H11 -7.56146 -4.27161 -3.86564
H12 -10.37849 -3.89675 -3.20109
H13 -9.10594 -4.66787 -1.32477
H14 -8.67482 -6.06060 -2.35048
H15 -10.70573 -6.35048 -0.72105
H16 -11.25720 -6.38142 -2.43178
H17 -13.23649 -5.94528 -0.84338
H18 -13.53840 -4.18035 -0.72862
H19 -12.56361 -4.97675 0.43045
C9 -0.50656 -5.45735 6.18326
O5 -0.33221 -5.55343 7.58635
C10 0.39548 -6.65874 8.02127
C11 0.34157 -6.58544 9.54800
N2 1.21661 -7.56154 10.14668
C12 0.87811 -7.99040 11.50762
C13 1.61602 -9.23253 11.97267
O6 1.13785 -9.46894 13.36066
C14 1.88816 -10.44169 14.06293
H20 -1.01359 -4.51054 5.99731
H21 -0.98770 -6.35173 5.78740
H22 0.45056 -5.44745 5.66181
H23 1.42683 -6.65204 7.66861
H24 -0.16135 -7.55984 7.76423
H25 -0.67247 -6.81201 9.87738
H26 0.51267 -5.56191 9.88150
H27 2.14815 -7.17385 10.19143
H28 -0.18922 -8.21081 11.52542
H29 0.90588 -7.13566 12.18343
H30 2.67629 -9.09408 11.76108
H31 1.40292 -10.14414 11.41440
H32 1.75174 -11.42097 13.60412
H33 1.40680 -10.60129 15.02778
H34 2.94356 -10.18040 14.14020
C15 -6.31750 4.52404 -5.51627
O7 -5.82099 5.46231 -6.50479
C16 -4.56824 5.07098 -7.10766
C17 -4.87619 3.90648 -8.16286
N3 -3.61655 3.66585 -8.90418
C18 -3.79746 2.77495 -10.09927
C19 -4.31867 1.32442 -9.70578
O8 -4.29196 0.60075 -10.93941
C20 -4.48167 -0.77164 -10.78957
H35 -7.25156 4.82273 -5.04044
H36 -5.62867 4.42238 -4.67765
H37 -6.47642 3.50157 -5.85891
H38 -3.75176 4.81169 -6.43370
H39 -4.24671 5.99964 -7.57915
H40 -5.64111 4.38266 -8.77624
H41 -5.15464 3.02395 -7.58692
H42 -3.06746 3.22414 -8.18064
H43 -2.80735 2.56924 -10.50607
H44 -4.38404 3.03933 -10.97911
H45 -5.33680 1.33094 -9.31661
H46 -3.59268 0.97204 -8.97306
H47 -5.23963 -1.02669 -10.04892
H48 -3.55019 -1.25398 -10.49329
H49 -4.81393 -1.16054 -11.75209
C21 6.51450 -5.23842 4.66343
O9 6.01027 -3.89894 4.81713
C22 5.76450 -3.24328 3.58407
C23 4.96581 -1.91018 3.75900
N4 4.83977 -1.16424 2.50550
C24 4.14820 0.10918 2.70687
C25 4.78985 1.17216 3.60992
O10 4.80522 0.80266 4.97164
C26 5.74505 1.49577 5.77680
H50 5.78532 -5.82024 4.09961
H51 6.43499 -5.74172 5.62699
H52 7.55302 -5.21267 4.33340
H53 5.12723 -3.88495 2.97560
H54 6.72689 -3.11316 3.08910
H55 5.68328 -1.35445 4.36273
H56 4.07710 -1.89283 4.38985
H57 4.19588 -1.72294 1.96387
H58 3.09253 -0.05141 2.92565
H59 4.10417 0.49603 1.68878
H60 4.27958 2.13521 3.59407
H61 5.77689 1.32653 3.17398
H62 5.58015 2.57191 5.82990
H63 6.76070 1.19139 5.52401
H64 5.65840 1.22407 6.82884
C27 7.98209 11.81279 4.34975
O11 7.35735 10.74451 3.79787
C28 8.16918 9.86683 3.04438
C29 7.27890 8.89811 2.22284
N5 6.87448 9.47624 0.91828
C30 6.07016 8.55141 0.15305
C31 4.64174 8.57854 0.71680
O12 3.81867 7.75697 -0.14636
C32 2.43661 7.91978 -0.06255
H65 7.25402 12.29017 5.00558
H66 8.23861 12.63294 3.67918
H67 8.83050 11.48723 4.95168
H68 8.69264 9.26125 3.78422
H69 8.89890 10.30338 2.36245
H70 6.49656 8.61442 2.92680
H71 7.81787 7.96262 2.07304
H72 6.54660 10.42633 1.01789
H73 6.40473 7.52703 0.31666
H74 6.06112 8.85684 -0.89325
H75 4.32872 9.61831 0.62199
H76 4.60370 8.38599 1.78899
H77 2.08283 7.75852 0.95576
H78 1.98239 7.12083 -0.64857
H79 2.17915 8.87421 -0.52177
C33 -3.21248 3.87699 5.91061
O13 -2.90358 4.27762 7.24041
C34 -2.02352 3.35874 7.85013
C35 -1.69608 3.79206 9.30915
N6 -2.78133 3.96821 10.30185
C36 -2.19955 4.70892 11.40377
C37 -3.30565 5.13250 12.32064
O14 -4.22599 5.86190 11.48570
C38 -5.44036 6.26138 12.14428
H80 -3.90585 3.03605 5.92240
H81 -2.34286 3.48298 5.38466
H82 -3.63811 4.65719 5.27956
H83 -1.13253 3.33549 7.22269
H84 -2.31381 2.31216 7.75794
H85 -1.05693 4.67085 9.22371
H86 -1.01701 3.04952 9.72818
H87 -3.56801 4.47713 9.92471
H88 -1.65374 5.59422 11.07750
H89 -1.56005 4.06462 12.00712
H90 -2.89483 5.71647 13.14423
H91 -3.87668 4.27392 12.67399
H92 -5.22261 6.77981 13.07804
H93 -5.96279 5.34563 12.42102
H94 -6.17145 6.85279 11.59307
C39 3.47867 6.94768 -7.05667
C40 4.43410 5.87001 -7.46722
C41 5.93382 6.41491 -7.60966
O15 6.64796 5.41111 -8.30783
C42 8.00815 5.74070 -8.60950
N7 4.35811 4.97127 -6.32376
H95 2.50963 6.57154 -6.72872
H96 3.26309 7.73031 -7.78407
H97 3.89260 7.59789 -6.28595
H98 4.11119 5.40835 -8.40033
H99 6.42137 6.77396 -6.70331
H100 5.93269 7.32382 -8.21128
H101 8.43658 4.88184 -9.12615
H102 8.58838 5.90769 -7.70202
H103 7.94184 6.61960 -9.25077
H104 4.42868 5.41704 -5.42021
H105 3.38339 4.70828 -6.29465
C43 4.46733 -0.32047 -12.04064
C44 3.82703 -0.47331 -10.70277
C45 2.98425 -1.69816 -10.62516
O16 2.44354 -1.91220 -9.29362
C46 1.68083 -3.14635 -9.14681
N8 4.81723 -0.51410 -9.60891
H106 5.15549 -1.14398 -12.23134
H107 5.11256 0.55368 -12.12808
H108 3.70866 -0.31700 -12.82326
H109 3.17385 0.38844 -10.56542
H110 3.44723 -2.66913 -10.80113
H111 2.14325 -1.72168 -11.31817
H112 2.03642 -3.86975 -8.41310
H113 1.58056 -3.79893 -10.01410
H114 0.65608 -2.90409 -8.86522
H115 5.23196 0.40632 -9.57881
H116 5.59232 -1.07075 -9.93978
C47 -1.38476 -9.09424 -1.56956
C48 -0.02113 -8.99289 -0.89484
C49 0.50423 -10.28274 -0.28927
O17 -0.45095 -10.98525 0.53708
C50 -0.69121 -10.56213 1.88894
N9 0.97827 -8.37551 -1.78101
H117 -2.13366 -9.57537 -0.94046
H118 -1.38589 -9.70972 -2.46916
H119 -1.73963 -8.12592 -1.92245
H120 -0.08105 -8.39322 0.01340
H121 1.33964 -10.12893 0.39376
H122 0.64770 -10.94093 -1.14619
H123 0.20125 -10.36893 2.48415
H124 -1.30445 -11.36019 2.30743
H125 -1.29502 -9.66707 1.73931
H126 1.80420 -8.45834 -1.20561
H127 0.82778 -7.37737 -1.74700

The calculation puts the molar mass at 1166.69 g mol⁻¹. The calculation puts the orbital gap at 0.1238 Ha. Its LUMO energy is -2.614 eV.